# C23H46N2O22S2

A cluster of 8 separate species, C23H46N2O22S2 in total in a non-equilibrium geometry (ωB97M-V with the def2-TZVPD basis set, the OMol25 dataset).

* ΔE to the lowest compared entry with this formula, charge and spin: 1.542 eV
* LUMO: -0.35 eV
* orbital gap: 9.1 eV
* HOMO: -0.3459 Eh
* energy: -94274.51245 eV

Each line ends with the Löwdin charge.
Cartesian coordinates (Å):
C 28.71 23.79 8.25  -0.041
N 28.46 22.45 8.80  -0.338
C 27.59 21.71 7.70  0.039
C 29.66 21.74 9.07  -0.026
C 27.55 22.55 10.04  -0.051
C 28.33 23.20 11.27  -0.213
O 27.54 22.95 12.39  -0.077
H 29.24 24.57 8.89  0.124
H 27.72 24.34 7.93  0.132
H 29.30 23.65 7.18  0.169
H 27.17 20.84 8.21  0.102
H 28.22 21.24 6.90  0.114
H 26.73 22.30 7.26  0.123
H 30.11 21.28 8.11  0.149
H 29.58 20.96 9.64  0.038
H 30.35 22.29 9.66  0.084
H 27.25 21.68 10.22  0.047
H 26.71 23.13 9.76  0.125
H 28.12 24.28 11.03  0.121
H 29.48 23.13 11.26  0.138
H 27.57 21.99 12.82  0.162
N 33.75 19.31 8.02  -0.415
O 34.14 18.26 7.29  -0.078
O 34.49 19.56 9.08  -0.088
O 32.46 19.59 8.12  -0.110
O 35.05 16.88 -0.02  -0.284
S 34.00 16.41 0.86  0.686
O 34.20 15.09 1.57  -0.324
O 33.96 17.47 2.12  -0.271
C 34.85 17.03 3.19  -0.304
C 34.96 18.14 4.09  -0.102
C 32.45 16.54 0.22  -0.102
H 35.87 16.76 2.84  0.133
H 34.31 16.16 3.64  0.142
H 33.95 18.43 4.21  0.032
H 35.52 19.07 3.80  0.104
H 35.22 17.80 5.10  0.085
H 31.62 16.86 1.16  0.204
H 32.09 15.82 -0.08  -0.074
H 32.24 17.22 -0.51  0.053
O 30.30 14.76 8.27  -0.282
S 31.30 13.76 8.39  0.618
O 31.97 13.30 7.20  -0.275
O 32.44 14.43 9.31  -0.255
C 33.05 15.52 8.67  -0.286
C 34.32 15.86 9.51  -0.041
C 30.65 12.35 9.33  -0.079
H 32.58 16.48 8.71  0.082
H 33.03 15.29 7.61  0.106
H 34.69 16.86 9.06  0.082
H 35.22 15.25 9.68  0.075
H 33.88 16.00 10.50  0.062
H 29.89 11.71 8.77  0.117
H 30.17 12.63 10.16  0.017
H 31.51 11.79 9.48  0.039
C 35.08 21.52 6.01  -0.144
C 34.78 22.65 6.84  -0.092
O 33.33 22.80 6.84  0.099
C 32.83 22.06 5.95  -0.558
O 31.54 21.93 5.76  0.007
O 33.80 21.33 5.41  0.070
H 35.53 20.71 6.50  0.100
H 35.91 21.51 5.13  0.188
H 35.33 23.55 6.58  0.141
H 34.92 22.45 7.92  0.139
C 30.38 17.81 6.10  0.011
C 31.26 18.29 4.89  -0.151
O 30.80 17.56 3.86  0.052
C 30.02 16.52 4.28  -0.591
O 29.55 15.73 3.42  0.075
O 29.82 16.57 5.50  0.140
H 29.66 18.69 6.21  0.145
H 30.84 17.63 6.91  0.031
H 32.29 18.01 5.15  0.109
H 31.18 19.32 4.67  0.116
C 32.15 18.30 12.26  -0.055
C 31.10 18.23 11.19  -0.167
O 30.05 19.08 11.51  0.075
C 30.26 19.65 12.64  -0.560
O 29.51 20.38 13.31  0.105
O 31.39 19.15 13.30  0.022
H 33.19 18.65 12.14  0.124
H 32.07 17.20 12.76  0.167
H 30.64 17.17 11.20  0.168
H 31.57 18.61 10.24  0.116
C 34.16 21.47 11.43  -0.188
C 32.92 21.58 10.79  -0.155
O 32.17 22.48 11.64  0.045
C 32.82 22.54 12.83  -0.515
O 32.29 23.16 13.76  0.134
O 33.83 21.67 12.76  0.086
H 34.90 22.09 11.18  0.102
H 34.72 20.47 11.46  0.167
H 32.25 20.59 10.30  0.180
H 33.08 22.06 9.91  0.075